[1]
The following is a quantum chemistry calculation of a gas-phase ion, C3H6NO2S (charge -1), from OMol25.

Values from the calculation:
- Charge: -1
- Energy above the lowest of the compared OMol25 structures with the same formula, charge and spin: 2.693 eV
- Highest occupied orbital energy: -3.17 eV
- LUMO level: 4.0 eV
- Frontier orbital gap: 7.20 eV

Geometry (Å):
C 0.2377 0.6265 -0.2948
C 0.4923 -0.7371 -0.7287
C -0.9955 0.2457 0.9842
N 0.6325 1.7824 -0.6301
O -3.0047 1.1526 -0.4097
O -2.2823 -1.2288 -0.8289
S -2.6348 -0.1799 0.1703
H -0.4903 -1.0256 -1.0468
H 0.9493 -1.2984 0.0139
H 1.1825 -0.7999 -1.6887
H -0.6786 -0.6174 1.7008
H -1.1115 1.1824 1.6726
H 0.0770 2.5278 -0.2156

Cartesian forces, eV/Å:
C -2.6 0.3 3.9
C 2.6 1.4 -4.7
C 2.1 1.7 0.2
N -0.2 -1.1 -0.6
O 0.3 -0.4 -0.2
O 0.0 0.0 -0.4
S -0.7 0.8 1.2
H -0.5 -1.1 0.0
H 0.4 -1.3 1.5
H -1.0 0.3 1.7
H -0.2 1.2 -1.6
H -0.1 -1.5 -1.4
H 0.1 -0.3 0.4



[2]
The following is a quantum chemistry calculation of a molecular structure, C2H4FPS, from OMol25.

Values from the calculation:
- Energy above the lowest of the compared OMol25 structures with the same formula, charge and spin: 1.911 eV
- Highest occupied orbital energy (spin up / spin down): -7.70 / -7.47 eV
- LUMO level (spin up / spin down): -1.0 / -0.7 eV
- Frontier orbital gap (spin up / spin down): 6.68 / 6.81 eV

Geometry (Å):
C -0.9702 0.4356 -0.1428
C 0.1127 1.3509 -0.2983
F 2.0866 -2.8331 1.0705
P 0.6434 -3.5095 0.7591
S -0.8638 -1.2654 -0.0889
H -1.9319 0.8520 0.0342
H 1.0716 1.0550 -0.1324
H -0.1494 2.3101 0.0914
H 0.0008 1.6044 -1.2928

Cartesian forces, eV/Å:
C 0.1 -4.6 1.2
C -1.8 1.3 0.3
F -0.5 -0.2 -0.1
P 0.6 0.3 0.2
S -0.4 2.8 -0.3
H -0.9 0.3 -0.2
H 2.5 -1.0 0.7
H 0.1 0.6 1.1
H 0.3 0.5 -2.9



[3]
The following is a quantum chemistry calculation of 5 unconnected molecules or ions with the total composition C21H54B2O5, from OMol25.

Values from the calculation:
- SMILES: CC[C@H](C)BB(C)O.CCOCC.CCOCC.CCOCC.CCOCC
- Energy above the lowest of the compared OMol25 structures with the same formula, charge and spin: 2.304 eV
- Highest occupied orbital energy: -9.49 eV
- LUMO level: -0.4 eV
- Frontier orbital gap: 9.10 eV

Geometry (Å):
C -0.9185 4.3009 1.6430
C -0.8292 2.7340 2.1913
C -1.0971 1.6380 1.0019
C -1.0013 2.2339 -0.5253
B -2.5036 0.8379 1.3124
B -3.9725 1.5694 1.4814
C -4.6002 2.7490 0.5233
O -4.7953 1.1314 2.6608
H -0.9967 4.9748 2.5998
H -1.9196 4.4010 1.0159
H -0.0169 4.5576 0.9367
H -1.6279 2.6679 3.0668
H 0.2305 2.5439 2.6913
H -0.2292 0.8234 1.0912
H -0.9591 1.2863 -1.2462
H -0.0148 2.8793 -0.6470
H -1.9513 2.8873 -0.8325
H -2.4821 -0.3475 1.4621
H -4.2206 3.7922 0.9476
H -4.3536 2.6379 -0.6174
H -5.7831 2.7272 0.6568
H -4.1797 1.3555 3.4446
C 0.1886 0.8515 -5.9242
C 0.5826 0.1565 -4.6330
O -0.4607 0.1357 -3.6615
C -1.6519 -0.5577 -4.0230
C -1.4312 -2.0371 -4.2863
H -0.2319 1.8410 -5.7190
H 1.0575 0.9633 -6.5794
H -0.5698 0.2813 -6.4686
H 1.4149 0.7056 -4.1807
H 0.9466 -0.8584 -4.8237
H -2.1335 -0.0701 -4.8765
H -2.3394 -0.4530 -3.1765
H -0.8345 -2.1966 -5.1893
H -2.3885 -2.5484 -4.4242
H -0.8959 -2.5040 -3.4537
C -5.2296 -2.6582 7.1847
C -4.4932 -1.5438 6.4626
O -3.5691 -2.0177 5.4858
C -4.1165 -2.7652 4.4031
C -5.0959 -1.9704 3.5572
H -4.5245 -3.3973 7.5781
H -5.8195 -2.2537 8.0125
H -5.9134 -3.1851 6.5127
H -3.9061 -0.9810 7.1957
H -5.1931 -0.8324 6.0123
H -4.5692 -3.6920 4.7692
H -3.2706 -3.0602 3.7726
H -6.0095 -1.7417 4.1140
H -5.3812 -2.5383 2.6666
H -4.6558 -1.0181 3.2452
C 2.4447 -2.0301 -1.9110
C 3.8130 -1.8748 -2.5507
O 4.7357 -2.8908 -2.1645
C 4.3916 -4.2284 -2.5151
C 4.2826 -4.4489 -4.0138
H 2.5347 -2.1438 -0.8261
H 1.8201 -1.1582 -2.1267
H 1.9256 -2.9155 -2.2898
H 4.2457 -0.9239 -2.2232
H 3.7374 -1.8228 -3.6417
H 3.4749 -4.5341 -2.0012
H 5.1934 -4.8657 -2.1263
H 3.4261 -3.9137 -4.4343
H 4.1534 -5.5124 -4.2359
H 5.1790 -4.0855 -4.5259
C 6.5151 2.0910 1.4339
C 5.8251 3.1052 0.5389
O 5.2792 2.5328 -0.6472
C 4.2625 1.5504 -0.4691
C 3.0233 2.0857 0.2268
H 7.2402 1.5013 0.8641
H 7.0334 2.5950 2.2550
H 5.7969 1.3911 1.8710
H 6.5648 3.8439 0.2133
H 5.0540 3.6574 1.0859
H 4.6639 0.6756 0.0522
H 3.9804 1.2122 -1.4721
H 3.2304 2.3393 1.2707
H 2.2253 1.3373 0.2172
H 2.6636 2.9946 -0.2656

Cartesian forces, eV/Å:
C -0.6 -0.9 0.2
C 0.2 1.0 0.1
C 1.1 -0.8 0.3
C -0.2 -0.4 -0.2
B 2.0 0.6 -0.6
B -2.5 0.9 1.1
C -1.3 -0.1 0.0
O 2.9 2.3 -0.4
H 0.4 -1.0 -2.1
H 2.1 -0.1 1.3
H -1.8 -0.3 1.6
H 1.6 -0.1 -1.7
H -2.3 0.4 -1.1
H -1.7 1.8 -0.3
H 0.0 2.2 1.4
H -2.1 -1.4 0.1
H 2.2 -1.4 0.7
H 0.1 -0.1 -0.2
H -0.7 -2.1 -1.0
H -0.3 0.4 2.2
H 2.4 0.2 -0.4
H -1.5 -1.0 -1.5
C -0.2 -0.1 -0.1
C -0.1 0.1 0.1
O 0.0 0.0 0.1
C 0.1 -0.1 0.1
C 0.2 -0.1 -0.2
H 0.1 -0.1 0.0
H -0.1 0.0 0.1
H 0.1 0.0 0.0
H -0.2 -0.1 0.2
H 0.0 0.0 -0.1
H 0.0 0.0 -0.1
H 0.2 0.2 0.0
H -0.1 0.0 0.0
H 0.1 0.1 0.0
H -0.1 0.1 0.0
C -0.2 -0.2 -0.1
C 0.2 -0.1 0.0
O 0.1 0.1 0.1
C 0.0 0.1 -0.1
C -0.1 0.1 0.2
H 0.0 0.2 0.0
H 0.1 0.0 -0.1
H 0.0 0.1 0.1
H 0.1 -0.1 -0.2
H -0.1 -0.1 0.0
H -0.1 0.0 0.0
H 0.0 0.1 0.3
H 0.0 0.0 -0.1
H 0.0 0.0 0.1
H -0.1 -0.3 0.0
C -0.1 -0.2 0.0
C 0.0 -0.1 0.2
O 0.0 0.0 0.0
C 0.2 0.1 0.0
C -0.2 0.1 -0.2
H 0.0 0.1 -0.1
H 0.0 -0.1 0.0
H 0.0 0.1 0.0
H 0.2 -0.3 0.0
H -0.1 0.0 0.0
H -0.1 0.0 -0.1
H 0.0 0.3 0.1
H 0.0 -0.1 0.0
H 0.0 0.1 0.0
H -0.1 -0.1 0.1
C -0.1 -0.2 0.1
C 0.1 -0.1 -0.1
O 0.0 0.0 -0.1
C 0.0 0.2 -0.1
C 0.0 0.1 0.3
H 0.0 0.2 0.0
H -0.1 0.0 -0.1
H 0.1 0.1 0.0
H -0.2 -0.1 -0.2
H 0.0 -0.1 0.1
H 0.0 0.0 0.1
H 0.2 0.2 0.1
H -0.1 -0.1 0.0
H 0.1 0.1 0.0
H 0.0 -0.1 0.0



[4]
The following is a quantum chemistry calculation of 4 unconnected molecules or ions with the total composition C2H12N2O3, from OMol25.

Values from the calculation:
- SMILES: [H]/N=C/NC.O.O.O
- Energy above the lowest of the compared OMol25 structures with the same formula, charge and spin: 0.559 eV
- Highest occupied orbital energy: -9.28 eV
- LUMO level: 0.9 eV
- Frontier orbital gap: 10.14 eV

Geometry (Å):
H 1.9334 2.5171 -0.6599
N 1.4364 1.7834 -0.1800
C 0.1704 1.9261 -0.3596
N -0.7927 0.9994 -0.1595
C -2.1926 1.4798 -0.3619
H -0.2061 2.8341 -0.7356
H -0.6190 0.2105 0.4443
H -2.1502 2.5728 -0.3753
H -2.7322 1.2103 0.5619
H -2.7244 1.1553 -1.2781
O 0.2772 -2.4639 0.8335
H 0.4805 -2.9988 1.6160
H 1.0346 -1.8465 0.8458
O -0.8853 -2.3781 -1.6622
H -0.1206 -2.7878 -2.1327
H -0.4664 -2.4734 -0.7631
O 1.8128 -0.2390 1.5910
H 1.7251 0.3961 0.8284
H 2.1184 0.2377 2.3455

Cartesian forces, eV/Å:
H 0.2 0.4 0.4
N -0.6 -0.8 -0.2
C 1.1 -1.1 0.1
N -0.9 1.2 -0.3
C 0.4 -0.2 1.1
H -0.6 1.1 -0.8
H 0.0 -0.2 -0.2
H -0.2 -0.2 -0.1
H -0.2 0.0 -0.7
H 0.6 -0.3 0.6
O 0.8 -0.1 0.5
H -0.4 0.0 -0.3
H -0.3 0.2 0.1
O 2.0 -0.8 0.5
H -1.1 0.5 -0.2
H -1.1 0.3 -0.5
O -0.5 -0.9 -1.1
H 0.5 0.3 0.5
H 0.3 0.6 0.6



[5]
The following is a quantum chemistry calculation of a molecular structure, C8H7O6Zr, from OMol25.

Values from the calculation:
- Charge: +3
- Energy above the lowest of the compared OMol25 structures with the same formula, charge and spin: 0.000 eV
- Highest occupied orbital energy (spin up / spin down): -21.69 / -21.69 eV
- LUMO level (spin up / spin down): -15.6 / -15.6 eV
- Frontier orbital gap (spin up / spin down): 6.13 / 6.13 eV

Geometry (Å):
O 1.3351 1.6010 -5.2458
C 1.2915 1.1119 -4.2253
Zr 0.1474 0.3098 -1.0848
O -1.2147 2.0110 -3.6870
C -0.6868 1.4410 -2.8160
C -2.0504 -0.2628 -0.6960
O -3.1777 -0.4209 -0.4508
C 1.5051 -1.4749 -1.3986
O 2.1227 -2.4212 -1.0599
C -0.7023 -1.5608 -2.2090
O -1.2560 -2.4148 -2.7679
H 1.7284 -0.6514 -2.2392
C 0.0509 -1.0384 2.6753
C 0.1899 0.3801 2.1940
C 0.1175 1.5225 3.1798
O 0.3365 0.6627 0.9518
H 0.0619 -1.0886 3.7882
H 0.8661 -1.6756 2.2912
H -0.9220 -1.4608 2.3737
H 0.9851 2.2094 3.0871
H -0.8556 2.0524 3.1150
H 0.1272 1.1683 4.2241

Cartesian forces, eV/Å:
O 0.1 -1.1 2.1
C 0.7 1.1 -2.3
Zr 3.0 -1.4 2.2
O 2.5 -2.8 4.8
C -4.4 3.7 -6.2
C -7.7 -0.3 2.4
O 6.1 0.7 -1.5
C 1.2 -2.2 2.5
O -1.7 2.8 -1.5
C -2.7 -3.8 -3.7
O 2.7 3.7 2.7
H 0.4 -0.1 -0.5
C 0.3 0.4 0.5
C -0.4 0.5 2.1
C 0.4 -0.7 0.5
O -0.4 -0.7 -1.4
H 0.1 0.2 -0.9
H -0.3 0.2 -0.1
H 0.2 0.1 -0.2
H -0.6 -0.1 -0.4
H 0.4 0.0 -0.5
H 0.1 -0.2 -0.5



[6]
The following is a quantum chemistry calculation of C5H8N2 in the gas phase, from OMol25.

Values from the calculation:
- SMILES: [H]/N=C/C=C\C=N\C
- Energy above the lowest of the compared OMol25 structures with the same formula, charge and spin: 1.915 eV
- Highest occupied orbital energy: -9.32 eV
- LUMO level: 0.0 eV
- Frontier orbital gap: 9.33 eV

Geometry (Å):
H -1.4620 2.8109 -1.5207
N -0.4642 2.5954 -1.5877
C -0.1856 1.6559 -0.7730
C 1.2350 1.2826 -0.5815
C 1.6825 0.1633 0.0100
C 0.7868 -0.9109 0.4728
N -0.4713 -0.8096 0.3571
C -1.3327 -1.8543 0.8186
H -0.9187 1.1396 -0.1614
H 1.9277 2.0575 -0.9024
H 2.7505 0.0161 0.1640
H 1.2538 -1.8078 0.9067
H -2.1092 -1.3996 1.4415
H -1.8303 -2.3087 -0.0463
H -0.8048 -2.6327 1.3833

Cartesian forces, eV/Å:
H 0.1 -0.1 -0.2
N -0.1 0.0 0.3
C 0.2 0.5 -0.1
C 0.0 0.0 0.2
C -0.2 0.2 -0.2
C -0.2 0.0 0.0
N 0.4 -0.3 0.0
C -0.1 -0.3 0.1
H 0.1 0.2 -0.1
H 0.0 -0.2 -0.1
H -0.2 0.0 -0.1
H 0.0 0.1 0.1
H 0.0 -0.2 0.0
H 0.0 0.0 0.2
H -0.1 -0.1 0.0